(1)
The following is a DFT calculation (wB97M-V/def2-TZVPD) of a molecular structure, C30H30BrMgN3O.

The calculation puts the molar mass at 552.80 Da. As for the HOMO energy: -7.890 eV. Its energy above the lowest of the compared OMol25 structures with the same formula, charge and spin is 3.7 kcal/mol.

Geometry as XYZ:
```
66
C30H30BrMgN3O, DFT wB97M-V/def2-TZVPD
Mg -1.11 0.04 0.26
N -9.44 5.45 2.87
C -8.51 4.85 2.58
C -7.34 4.09 2.21
C -7.25 3.51 0.95
C -6.13 2.78 0.60
C -5.09 2.62 1.51
C -5.17 3.21 2.77
C -6.30 3.94 3.12
C -3.88 1.83 1.13
C -2.72 2.56 0.89
C -2.58 3.98 0.92
C -1.27 4.26 0.62
C -0.64 3.01 0.40
N -1.49 1.99 0.55
C -4.05 0.44 1.09
C -5.24 -0.25 1.41
C -4.98 -1.60 1.26
C -3.64 -1.69 0.85
N -3.06 -0.49 0.73
H -8.06 3.64 0.24
H -6.05 2.32 -0.38
H -4.36 3.09 3.47
H -6.37 4.39 4.10
H -3.37 4.68 1.14
H -0.80 5.22 0.56
H 0.39 2.83 0.14
H -6.16 0.21 1.72
H -5.66 -2.42 1.42
H -3.10 -2.60 0.65
C 5.71 -3.76 -1.88
C 4.25 -4.20 -1.79
C 3.82 -4.73 -3.16
C 4.15 -5.35 -0.77
C 3.33 -3.06 -1.36
C 1.96 -3.27 -1.23
C 1.16 -2.23 -0.84
Br -0.71 -2.54 -0.65
C 1.59 -0.91 -0.56
O 0.72 0.00 -0.17
C 2.98 -0.70 -0.71
C 3.78 -1.78 -1.10
C 3.72 0.64 -0.48
C 4.72 0.46 0.67
C 2.83 1.83 -0.13
C 4.48 1.01 -1.76
H 6.32 -4.61 -2.18
H 6.09 -3.41 -0.91
H 5.85 -2.97 -2.61
H 4.47 -5.55 -3.47
H 3.88 -3.94 -3.92
H 2.79 -5.11 -3.15
H 4.80 -6.17 -1.06
H 3.13 -5.74 -0.70
H 4.45 -5.01 0.23
H 1.51 -4.24 -1.42
H 4.84 -1.58 -1.20
H 4.20 0.19 1.60
H 5.26 1.39 0.84
H 5.45 -0.32 0.46
H 2.27 1.67 0.79
H 2.12 2.05 -0.92
H 3.48 2.70 0.01
H 5.21 0.25 -2.05
H 5.01 1.95 -1.61
H 3.79 1.14 -2.60
```

(2)
The following is a DFT calculation (wB97M-V/def2-TZVPD) of C3H3N3OS in the gas phase.

The calculation puts the molar mass at 129.14 Da. As for the HOMO energy: -9.204 eV. Its energy above the lowest of the compared OMol25 structures with the same formula, charge and spin is 75.6 kcal/mol. The structure (SMILES) is [H]/N=c1/nncc(S)o1.

Geometry as XYZ:
```
11
C3H3N3OS, DFT wB97M-V/def2-TZVPD
C -0.75 0.62 0.16
C -1.21 -0.37 0.97
C 1.11 -0.76 -0.31
H -0.59 2.60 -0.98
H -2.16 -0.26 1.51
H 2.45 -0.15 -1.49
N -0.51 -1.55 1.13
N 0.58 -1.75 0.54
N 2.21 -0.96 -0.91
O 0.42 0.44 -0.50
S -1.54 2.14 -0.13
```

(3)
The following is a DFT calculation (wB97M-V/def2-TZVPD) of 9 unconnected molecules or ions with the total composition C63H80BIN10O6P at a distorted geometry.

The calculation puts the molar mass at 1242.09 Da. As for the HOMO energy: -4.080 eV. Its total charge is -1.

Geometry as XYZ:
```
162
C63H80BIN10O6P, DFT wB97M-V/def2-TZVPD
C -1.14 6.40 2.85
C -0.95 4.99 2.08
C -2.41 4.49 1.63
C -3.12 3.44 2.60
C -2.49 3.39 4.10
C -3.29 1.95 1.98
C -4.16 1.19 3.08
O -5.10 0.21 2.55
C -6.13 -0.14 3.49
O -6.07 -1.57 3.77
C -6.00 -2.29 2.50
C -6.48 -3.82 2.80
O -7.83 -3.99 2.26
O -2.07 1.12 1.93
B -1.57 0.97 0.53
C -0.05 1.61 0.64
C 1.04 0.61 1.29
C 2.06 -0.03 0.24
O 2.27 0.56 -0.86
N 2.79 -1.30 0.57
C 4.17 -1.00 1.04
C 5.22 -2.16 0.92
C 6.69 -1.95 1.34
C 7.20 -0.58 1.92
C 6.11 0.55 2.03
C 4.63 0.36 1.62
P -1.63 -0.80 -0.26
N -0.88 -1.95 0.59
O -2.46 1.79 -0.35
C -3.69 1.81 0.42
C -4.97 2.57 -0.16
I -6.28 1.21 -1.31
C -4.67 3.87 -1.03
C -3.91 3.60 -2.42
H -2.08 6.41 3.52
H -0.21 6.77 3.40
H -1.35 7.18 2.03
H -0.37 5.23 1.11
H -0.33 4.22 2.64
H -2.32 4.16 0.54
H -3.08 5.44 1.61
H -4.20 3.82 2.76
H -1.68 2.58 4.07
H -3.26 3.04 4.89
H -2.12 4.41 4.47
H -3.45 0.68 3.82
H -4.80 1.95 3.68
H -7.14 0.03 2.97
H -6.07 0.42 4.48
H -6.68 -1.84 1.69
H -4.93 -2.38 2.10
H -5.76 -4.58 2.35
H -6.52 -3.95 3.93
H -7.82 -3.65 1.34
H -0.15 2.48 1.39
H 0.28 2.08 -0.35
H 0.57 -0.21 1.95
H 1.68 1.25 2.00
H 2.95 -1.72 -0.37
H 4.93 -3.18 0.52
H 7.48 -2.77 1.26
H 8.29 -0.42 2.24
H 6.49 1.55 2.44
H 3.89 1.21 1.74
H -1.13 -0.67 -1.62
H -3.04 -1.14 -0.41
H -0.16 -2.33 -0.06
H -4.02 0.70 0.32
H -5.61 2.89 0.75
H -4.12 4.71 -0.49
H -5.70 4.32 -1.32
H -4.01 4.52 -3.11
H -4.17 2.62 -2.93
H -2.78 3.55 -2.17
N -5.16 -5.89 -0.39
C -4.12 -6.66 -0.77
C -3.96 -7.98 -0.37
C -4.92 -8.53 0.47
C -5.99 -7.76 0.88
C -6.07 -6.45 0.42
H -3.40 -6.18 -1.42
H -3.11 -8.56 -0.71
H -4.82 -9.56 0.81
H -6.76 -8.16 1.53
H -6.89 -5.81 0.70
N -1.59 3.42 -4.49
C -0.66 2.60 -3.98
C 0.71 2.78 -4.15
C 1.13 3.87 -4.91
C 0.18 4.73 -5.45
C -1.15 4.46 -5.21
H -1.04 1.76 -3.40
H 1.42 2.09 -3.72
H 2.19 4.05 -5.07
H 0.48 5.59 -6.04
H -1.93 5.11 -5.61
N -0.90 -8.82 -0.31
C -0.14 -9.21 -1.35
C 1.23 -9.39 -1.28
C 1.86 -9.15 -0.07
C 1.11 -8.74 1.02
C -0.26 -8.60 0.85
H -0.68 -9.39 -2.27
H 1.79 -9.71 -2.15
H 2.94 -9.28 0.03
H 1.57 -8.55 1.98
H -0.89 -8.29 1.67
N 1.11 2.50 -9.37
C 1.85 2.08 -10.40
C 3.22 1.87 -10.33
C 3.86 2.13 -9.13
C 3.12 2.57 -8.05
C 1.75 2.74 -8.21
H 1.30 1.90 -11.32
H 3.77 1.53 -11.20
H 4.93 1.98 -9.04
H 3.59 2.78 -7.09
H 1.13 3.08 -7.40
N -9.52 -2.20 -4.11
C -9.01 -2.51 -5.32
C -7.83 -1.99 -5.81
C -7.13 -1.09 -5.02
C -7.63 -0.75 -3.77
C -8.82 -1.33 -3.37
H -9.60 -3.21 -5.90
H -7.46 -2.27 -6.79
H -6.19 -0.66 -5.37
H -7.11 -0.05 -3.13
H -9.25 -1.10 -2.40
N 8.00 2.43 4.53
C 7.96 1.15 4.95
C 8.97 0.56 5.69
C 10.08 1.33 6.01
C 10.14 2.65 5.59
C 9.08 3.15 4.85
H 7.08 0.60 4.66
H 8.89 -0.47 6.00
H 10.90 0.90 6.59
H 11.00 3.27 5.82
H 9.08 4.18 4.50
N 1.75 8.39 2.66
C 2.25 8.07 1.46
C 3.44 8.59 0.96
C 4.15 9.48 1.75
C 3.65 9.83 3.00
C 2.46 9.26 3.40
H 1.66 7.37 0.88
H 3.80 8.29 -0.02
H 5.08 9.90 1.39
H 4.18 10.52 3.64
H 2.03 9.49 4.37
N 8.03 -4.96 1.20
C 9.04 -5.75 0.82
C 9.20 -7.06 1.24
C 8.25 -7.58 2.11
C 7.20 -6.78 2.53
C 7.13 -5.49 2.04
H 9.76 -5.30 0.14
H 10.03 -7.66 0.90
H 8.34 -8.61 2.47
H 6.44 -7.16 3.21
H 6.32 -4.82 2.34
```